[1]
Entry from the Open Molecules 2025 dataset: the molecule C4H8O (wB97M-V/def2-TZVPD).

The geometry in XYZ format:
```
13
Properties=species:S:1:pos:R:3:lowdin_charge:R:1
O 0.68762 -0.80775 -0.64201 -0.106
C -1.64746 -0.51495 -0.04198 -0.071
C 1.61361 -0.20860 0.14487 -0.234
C 1.44598 0.89006 0.87774 0.005
C -0.50202 -0.09032 -0.94703 -0.267
H -0.72077 -0.31830 -1.99616 0.121
H 2.55545 -0.75406 0.09843 0.116
H -2.59647 -0.06542 -0.35725 0.078
H -0.30979 0.98543 -0.87516 0.106
H -1.46164 -0.22796 0.99842 0.073
H -1.74646 -1.60306 -0.08514 0.079
H 2.28666 1.37761 1.36075 0.052
H 0.45968 1.33249 0.96498 0.046
```

Results
SMILES: C=COCC
Strongest force on any atom: 0.0071 hartree/bohr
Gap between HOMO and LUMO: 10.0 eV
HOMO: -8.9 eV
ΔE to the lowest compared entry with this formula, charge and spin: 1.081 eV
DFT total energy: -6324.087 eV

---

[2]
Entry from the Open Molecules 2025 dataset: the molecule C4H8O (wB97M-V/def2-TZVPD).

The geometry in XYZ format:
```
13
Properties=species:S:1:pos:R:3:lowdin_charge:R:1
O -0.86934 2.26011 -0.66905 0.037
C -1.26216 1.18955 -1.07161 -0.259
C -0.86020 -0.12608 -0.42438 -0.169
C 1.15106 -0.94254 1.05347 -0.114
C 0.56492 0.07833 0.09197 -0.281
H 0.53883 1.05589 0.58135 0.102
H 0.56842 -0.99436 1.97978 0.073
H -0.97523 -0.94910 -1.14241 0.112
H 2.16479 -0.62242 1.32020 0.071
H -1.55483 -0.34106 0.40307 0.125
H 1.22048 -1.95054 0.63129 0.070
H 1.21846 0.18805 -0.78254 0.116
H -1.90521 1.15417 -1.97116 0.117
```

Results
SMILES: CCCC=O
Strongest force on any atom: 0.0114 hartree/bohr
Gap between HOMO and LUMO: 10.9 eV
HOMO: -9.9 eV
ΔE to the lowest compared entry with this formula, charge and spin: 0.433 eV
DFT total energy: -6324.735 eV

---

[3]
Entry from the Open Molecules 2025 dataset: a cluster of 2 separate species, C4H8O in total at a distorted geometry (wB97M-V/def2-TZVPD).

The geometry in XYZ format:
```
13
Properties=species:S:1:pos:R:3:lowdin_charge:R:1
O -1.88303 1.26227 0.38926 -0.089
C 3.16760 -0.27574 0.54417 -0.009
C -0.92919 0.64081 -0.45616 -0.343
C -0.95528 -0.87068 -0.30480 -0.099
C 2.17154 0.36697 0.76296 -0.025
H -0.93842 -1.14880 0.75296 0.079
H -1.85926 -1.30787 -0.74029 0.074
H 4.01600 -0.89120 0.34507 0.013
H 1.10029 0.82209 0.86489 0.052
H -0.09732 -1.31699 -0.81465 0.075
H 0.10119 1.10250 -0.26530 0.076
H -1.20115 0.88846 -1.49070 0.109
H -2.69296 0.72817 0.41259 0.088
```

Results
SMILES: C#C.CCO
Strongest force on any atom: 0.0667 hartree/bohr
Gap between HOMO and LUMO: 11.4 eV
HOMO: -10.4 eV
ΔE to the lowest compared entry with this formula, charge and spin: 3.070 eV
DFT total energy: -6322.098 eV

---

[4]
Entry from the Open Molecules 2025 dataset: the molecule C4H8O at a distorted geometry (wB97M-V/def2-TZVPD).

The geometry in XYZ format:
```
13
Properties=species:S:1:pos:R:3:lowdin_charge:R:1
O -2.41348 -0.11914 0.20292 0.042
C -1.36458 -0.67258 -0.09151 -0.237
C -0.00200 1.45416 0.08742 -0.078
C -0.03514 0.01070 -0.35108 -0.430
C 1.08721 -0.86922 0.23019 -0.087
H -0.95849 1.87207 -0.28448 0.083
H 0.88331 -1.94545 -0.00873 0.075
H -1.32777 -1.77897 -0.24370 0.124
H 0.01539 -0.07980 -1.43606 0.140
H 0.86524 2.00404 -0.35084 0.090
H 0.01736 1.51869 1.19697 0.094
H 2.08595 -0.60008 -0.27675 0.104
H 1.14701 -0.79441 1.32564 0.080
```

Results
SMILES: CC(C)C=O
Strongest force on any atom: 0.0352 hartree/bohr
Gap between HOMO and LUMO: 10.7 eV
HOMO: -9.8 eV
ΔE to the lowest compared entry with this formula, charge and spin: 0.429 eV
DFT total energy: -6324.739 eV

---

[5]
Entry from the Open Molecules 2025 dataset: a structure of composition C4H8O (wB97M-V/def2-TZVPD).

The geometry in XYZ format:
```
13
Properties=species:S:1:pos:R:3:lowdin_charge:R:1
O -0.09686 0.96853 -0.32662 -0.177
C -0.40497 -0.36853 0.02376 -0.493
C -0.02798 1.80540 0.81076 -0.107
C 0.61328 -1.26785 0.58932 0.083
C -0.15428 -1.30025 -1.17486 -0.062
H 0.78831 1.50869 1.48935 0.091
H -1.41889 -0.44350 0.43459 0.141
H 0.67404 -2.00985 -0.84973 0.080
H 0.16168 2.82146 0.45108 0.089
H 0.17811 -0.71976 -2.02547 0.109
H 1.57971 -0.76907 0.35846 0.050
H -0.97212 -1.98898 -1.37549 0.104
H -0.97218 1.79831 1.37972 0.090
```

Results
Strongest force on any atom: 0.0093 hartree/bohr
Gap between HOMO and LUMO: 9.7 eV
HOMO: -8.7 eV
ΔE to the lowest compared entry with this formula, charge and spin: 4.437 eV
DFT total energy: -6320.731 eV

---

[6]
Entry from the Open Molecules 2025 dataset: a structure of composition C4H8O at a distorted geometry (wB97M-V/def2-TZVPD).

The geometry in XYZ format:
```
13
Properties=species:S:1:pos:R:3:lowdin_charge:R:1
O -2.42555 -0.18914 -0.39970 -0.046
C -0.10850 -0.14223 1.36756 -0.104
C 0.06094 -0.32656 -0.07546 -0.299
C -1.15337 -0.13093 -0.90143 -0.274
C 1.80102 0.10562 -0.46270 -0.041
H -1.46636 0.80340 -0.37505 0.193
H 0.06373 0.91427 1.47752 0.083
H 0.93855 -0.97584 -0.41260 0.080
H -1.22192 -0.26677 1.63329 0.108
H -0.92305 0.02008 -2.02816 0.164
H 1.79947 1.24981 -0.43892 0.049
H 0.47861 -0.83746 2.04031 0.113
H 2.15642 -0.22425 -1.42466 -0.025
```

Results
Strongest force on any atom: 0.0778 hartree/bohr
Gap between HOMO and LUMO: 6.2 eV
HOMO: -8.0 eV
ΔE to the lowest compared entry with this formula, charge and spin: 9.692 eV
DFT total energy: -6315.476 eV

---

Question: Which of these has the lowest DFT total energy?
Answer: number 4